{
  "formula": "C6H5N3S",
  "method": "ωB97M-V with the def2-TZVPD basis set",
  "species": ["C", "C", "C", "C", "C", "C", "N", "N", "N", "S", "H", "H", "H", "H", "H"],
  "xyz": [[-1.63889, 0.13583, 1.18991], [-0.11994, -0.38634, 2.68471], [-0.66538, 0.38792, 0.21552], [0.68469, 0.12640, 0.63854], [1.75377, -0.04749, -0.36066], [1.73445, 0.36822, -1.60260], [-1.39756, -0.20750, 2.40990], [0.90379, -0.25978, 1.89783], [-2.07980, -0.12688, -1.88159], [-1.08289, 0.97135, -1.43738], [-2.75810, 0.17873, 1.06668], [0.26862, -0.67291, 3.59792], [2.55861, -0.59138, -0.04670], [2.40263, 0.25259, -2.44513], [-2.52329, 0.21174, -2.74562]],
  "forces_ev_per_angstrom": [[-2.470, 0.844, -1.780], [0.203, 0.409, -0.187], [1.030, 0.068, 0.388], [-2.020, -0.432, -1.174], [-1.572, 1.647, -0.657], [-0.842, 0.080, -0.018], [0.854, -0.894, 1.894], [1.308, 0.392, -2.025], [-1.369, -0.944, -0.872], [1.795, 0.641, 1.483], [1.321, 0.353, -0.951], [-0.527, -0.626, 2.505], [2.240, -1.432, 1.116], [-0.071, 0.116, 0.075], [0.120, -0.224, 0.203]],
  "de_lowest_kcal_mol": 109.6,
  "homo_ha": [-0.337, -0.303]
}